The following is a quantum chemistry calculation of one molecule with the formula C2H6OSi at a distorted geometry, from OMol25.

Results
Structure (SMILES): O=CC[SiH3]
HOMO-LUMO gap: 0.3895 Eh
Charge: 0
E_tot: -444.47084 Ha
Largest force on an atom: 3.04 eV Å⁻¹

Last column: natural (NBO) charge in e.
CARTESIAN COORDINATES (ANGSTROEM)
O 2.84679 0.44993 0.31014  -0.54
C 1.93099 -0.00107 -0.33399  0.41
C 0.70635 -0.59286 0.24042  -0.88
Si -0.86166 0.58942 0.05865  0.83
H 2.07724 0.05349 -1.48795  0.11
H 0.35947 -1.41390 -0.49202  0.25
H 0.74156 -0.86749 1.27311  0.26
H -0.84453 2.04486 -0.19788  -0.12
H -1.41935 0.70102 1.36180  -0.17
H -1.64354 -0.47658 -0.63456  -0.15